(1)
This record from OMol25 describes 2 unconnected molecules or ions with the total composition C4H11NO2. The level of theory is ωB97M-V/def2-TZVPD.

```
18
Properties=species:S:1:pos:R:3:lowdin_charge:R:1
C 0.97 1.41 -2.19 -0.07
C 0.33 1.06 -0.80 -0.32
C 1.21 1.65 0.35 -0.06
C -0.21 -0.34 -0.52 -0.43
N 0.67 -1.33 0.11 0.11
O -1.34 -0.70 -0.92 0.01
H 0.20 1.15 -2.97 0.08
H 2.01 0.97 -2.35 0.10
H 1.02 2.52 -2.35 0.08
H -0.65 1.64 -0.77 0.15
H 2.06 2.26 0.05 0.08
H 0.62 2.29 0.94 0.06
H 1.57 0.95 1.03 0.03
H 1.52 -1.07 0.76 0.13
H 0.17 -2.11 0.52 0.07
O -1.67 -1.59 3.15 -0.07
H -1.65 -1.23 2.25 0.03
H -1.34 -2.50 3.16 0.03
```

Properties
ΔE to the lowest compared entry with this formula, charge and spin   115.1 kJ/mol
HOMO level   -10.1353 eV
Orbital gap   0.394 hartree
M   105.1 u
SMILES string   CC(C)C(N)=O.O

=====

(2)
This record from OMol25 describes 2 unconnected molecules or ions with the total composition C4H11NO2. The level of theory is ωB97M-V/def2-TZVPD.

```
18
Properties=species:S:1:pos:R:3:lowdin_charge:R:1
C -0.56 -1.97 1.32 0.01
C 0.62 -1.23 1.91 -0.56
O 0.54 -0.43 2.79 0.12
O 1.83 -1.73 1.46 0.07
H -1.10 -1.21 0.75 0.06
H -1.17 -2.33 2.14 0.09
H -0.30 -2.71 0.58 0.09
H 2.40 -1.04 1.11 0.11
C 0.70 1.49 -1.83 -0.10
C -0.43 0.70 -1.21 -0.34
N -1.50 1.51 -0.56 -0.02
H 1.01 2.29 -1.14 0.07
H 0.35 1.96 -2.72 0.06
H 1.60 0.88 -1.88 0.07
H -1.02 0.21 -1.98 0.10
H -0.16 -0.15 -0.60 0.06
H -1.56 1.27 0.42 0.05
H -1.24 2.49 -0.54 0.05
```

Properties
ΔE to the lowest compared entry with this formula, charge and spin   122.7 kJ/mol
HOMO level   -9.3943 eV
Orbital gap   0.366 hartree
M   105.1 u
SMILES string   CC(=O)O.CCN

=====

(3)
This record from OMol25 describes 2 unconnected molecules or ions with the total composition C4H11NO2. The level of theory is ωB97M-V/def2-TZVPD.

```
18
Properties=species:S:1:pos:R:3:lowdin_charge:R:1
C -1.91 -0.76 0.77 -0.04
N -1.51 0.20 -0.27 -0.11
C -1.17 -0.41 -1.56 -0.06
H -2.41 -0.18 1.56 0.10
H -2.62 -1.52 0.41 0.10
H -1.00 -1.22 1.14 0.09
H -0.57 0.67 0.11 0.08
H -2.21 0.95 -0.40 0.18
H -0.63 -1.34 -1.37 0.09
H -0.53 0.32 -2.08 0.11
H -2.05 -0.61 -2.18 0.09
O 1.20 -0.79 0.00 -0.08
C 1.56 0.37 0.38 -0.62
O 0.71 1.37 0.55 -0.13
C 3.06 0.69 0.66 -0.03
H 3.38 0.05 1.52 0.08
H 3.67 0.46 -0.23 0.08
H 3.05 1.75 1.01 0.08
```

Properties
ΔE to the lowest compared entry with this formula, charge and spin   94.8 kJ/mol
HOMO level   -8.7830 eV
Orbital gap   0.342 hartree
M   105.1 u

=====

(4)
This record from OMol25 describes 2 unconnected molecules or ions with the total composition C4H11NO2. The level of theory is ωB97M-V/def2-TZVPD.

```
18
Properties=species:S:1:pos:R:3:lowdin_charge:R:1
C 0.44 -1.23 -1.56 -0.10
C 0.12 0.26 -1.82 -0.31
N -1.16 0.66 -1.25 -0.08
C -1.12 1.52 -0.09 -0.18
C -0.07 1.15 0.94 -0.26
O 0.23 1.84 1.86 0.07
H -0.39 -1.78 -1.99 0.07
H 1.40 -1.60 -1.93 0.07
H 0.63 -1.37 -0.49 0.05
H 0.95 0.88 -1.46 0.11
H 0.21 0.41 -2.90 0.11
H -1.70 1.05 -2.00 0.10
H -2.08 1.58 0.42 0.13
H -0.85 2.55 -0.37 0.13
H 0.42 0.19 0.74 0.10
O 0.71 -1.89 3.78 -0.04
H 1.31 -2.58 3.48 0.04
H 0.94 -1.65 4.65 0.00
```

Properties
ΔE to the lowest compared entry with this formula, charge and spin   192.8 kJ/mol
HOMO level   -9.0844 eV
Orbital gap   0.367 hartree
M   105.1 u
SMILES string   CCNCC=O.O

=====

(5)
This record from OMol25 describes 2 unconnected molecules or ions with the total composition C4H11NO2. The level of theory is ωB97M-V/def2-TZVPD.

```
18
Properties=species:S:1:pos:R:3:lowdin_charge:R:1
C -1.55 3.46 -0.42 0.01
C -1.17 2.06 0.01 -0.59
O -1.29 1.66 1.14 0.08
O -0.74 1.31 -1.02 0.08
H -1.20 4.16 0.33 0.09
H -2.64 3.46 -0.46 0.09
H -1.20 3.71 -1.42 0.08
H -0.70 0.40 -0.71 0.07
C 1.42 -3.02 0.38 -0.10
C 0.37 -1.91 0.11 -0.32
N 0.96 -0.59 0.27 -0.03
H 1.46 -3.28 1.44 0.07
H 2.34 -2.64 -0.04 0.06
H 1.23 -3.98 -0.10 0.06
H 0.09 -1.97 -0.94 0.10
H -0.50 -2.08 0.74 0.10
H 1.62 -0.30 -0.43 0.08
H 1.50 -0.47 1.12 0.08
```

Properties
ΔE to the lowest compared entry with this formula, charge and spin   59.8 kJ/mol
HOMO level   -9.2981 eV
Orbital gap   0.375 hartree
M   105.1 u
SMILES string   CC(=O)O.CCN

=====

(6)
This record from OMol25 describes C4H11NO2 in the gas phase. The level of theory is ωB97M-V/def2-TZVPD.

```
18
Properties=species:S:1:pos:R:3:lowdin_charge:R:1
N -1.10 0.53 1.69 0.02
C -0.36 0.35 0.50 -0.45
C -0.73 1.28 -0.70 -0.22
O 0.28 2.21 -0.89 -0.04
C -0.32 -1.09 -0.01 -0.14
C 1.10 -1.54 -0.69 -0.17
O 2.04 -1.31 0.38 -0.12
H -2.13 0.80 1.57 0.11
H -0.70 1.22 2.30 0.07
H 0.83 0.62 0.65 0.18
H -1.71 1.72 -0.26 0.14
H -0.71 0.80 -1.73 0.13
H 0.81 1.95 -1.54 0.02
H -1.07 -1.14 -0.76 0.08
H -0.72 -1.68 0.85 0.12
H 1.42 -0.90 -1.54 0.11
H 1.22 -2.54 -1.10 0.10
H 1.84 -1.28 1.29 0.07
```

Properties
ΔE to the lowest compared entry with this formula, charge and spin   325.8 kJ/mol
HOMO level   -9.1358 eV
Orbital gap   0.371 hartree
M   105.1 u
SMILES string   N[C@H](CO)CCO

=====

(7)
This record from OMol25 describes 2 unconnected molecules or ions with the total composition C4H11NO2. The level of theory is ωB97M-V/def2-TZVPD.

```
18
Properties=species:S:1:pos:R:3:lowdin_charge:R:1
N 1.24 -2.42 0.64 -0.04
C 1.49 -0.98 0.92 -0.27
C 0.35 -0.06 0.47 -0.24
C -0.63 0.27 1.49 -0.22
C -1.92 0.35 0.81 -0.30
O -2.57 1.37 0.86 0.05
H 0.32 -2.64 0.16 0.08
H 2.06 -2.77 0.17 0.05
H 2.37 -0.71 0.22 0.12
H 1.80 -0.79 1.94 0.09
H 0.73 0.85 0.02 0.12
H -0.15 -0.68 -0.33 0.12
H -0.51 1.14 2.17 0.14
H -0.81 -0.56 2.27 0.16
H -2.25 -0.54 0.27 0.13
O -0.31 2.45 -3.75 -0.09
H -1.03 3.09 -3.59 0.03
H -0.18 2.62 -4.73 0.06
```

Properties
ΔE to the lowest compared entry with this formula, charge and spin   214.7 kJ/mol
HOMO level   -9.1796 eV
Orbital gap   0.366 hartree
M   105.1 u
SMILES string   NCCCC=O.O

=====

(8)
This record from OMol25 describes 2 unconnected molecules or ions with the total composition C4H11NO2. The level of theory is ωB97M-V/def2-TZVPD.

```
18
Properties=species:S:1:pos:R:3:mulliken_spin:R:1
C -0.41 1.31 1.53 0.14
C 0.91 1.72 0.75 0.00
O 1.37 2.71 1.24 0.79
N 1.18 1.06 -0.38 0.04
H -0.80 0.39 1.26 0.03
H -1.15 2.00 1.29 0.00
H 2.01 1.20 -0.86 0.01
H 0.54 0.46 -0.86 0.00
H -0.27 1.29 2.67 0.00
C -1.27 -1.80 -1.24 0.00
C -0.37 -3.02 -1.51 0.00
O -1.05 -1.12 -0.08 0.00
H -1.12 -1.08 -2.03 0.00
H -2.32 -2.25 -1.36 0.00
H -0.19 -3.12 -2.56 0.00
H -0.63 -1.54 0.71 0.00
H -0.70 -3.88 -0.94 0.00
H 0.64 -2.84 -1.14 0.00
```

Properties
ΔE to the lowest compared entry with this formula, charge and spin   156.3 kJ/mol
HOMO level (spin up / spin down)   -14.0785 / -14.0716 eV
Orbital gap (spin up / spin down)   0.367 / 0.183 hartree
2S+1   2
M   105.1 u
Total charge   +1

=====

(9)
This record from OMol25 describes 2 unconnected molecules or ions with the total composition C4H11NO2. The level of theory is ωB97M-V/def2-TZVPD.

```
18
Properties=species:S:1:pos:R:3:mulliken_spin:R:1
C 1.32 -1.39 0.82 0.02
C 0.03 -0.70 1.12 0.01
C -0.74 -0.33 -0.24 0.08
C -1.98 0.45 0.13 -0.01
N -1.85 1.85 0.19 0.07
O -3.08 -0.10 0.24 0.81
H 1.24 -2.41 0.39 0.00
H 1.64 -1.58 1.85 0.01
H 2.29 -0.92 0.34 0.00
H -0.65 -1.21 1.71 0.00
H 0.29 0.28 1.84 0.00
H 0.00 0.23 -0.91 0.02
H -1.14 -1.23 -0.80 0.00
H -0.93 2.44 0.03 0.00
H -2.52 2.27 0.78 0.00
H 2.49 1.11 -1.98 0.00
H 1.93 0.41 -3.14 0.00
O 1.68 0.83 -2.37 0.00
```

Properties
ΔE to the lowest compared entry with this formula, charge and spin   161.6 kJ/mol
HOMO level (spin up / spin down)   -15.2269 / -15.2085 eV
Orbital gap (spin up / spin down)   0.408 / 0.225 hartree
2S+1   2
M   105.1 u
Total charge   +1

=====

(10)
This record from OMol25 describes a molecular structure, C4H11NO2Si. The level of theory is ωB97M-V/def2-TZVPD.

```
19
Properties=species:S:1:pos:R:3:lowdin_charge:R:1
C -0.85 0.72 -0.25 -0.45
C -2.12 1.41 -0.82 0.00
C -1.93 -1.18 0.50 -0.15
C 2.93 -1.27 -0.25 -0.19
N -0.79 -0.37 0.44 0.00
O 0.13 1.67 -0.14 -0.16
O 1.90 -0.40 -0.49 -0.30
Si 1.48 0.91 0.51 0.53
H -1.99 2.44 -1.16 0.08
H -2.40 0.85 -1.72 0.07
H -3.00 1.13 -0.08 0.10
H -1.86 -1.92 1.31 0.08
H -2.95 -0.61 0.58 0.10
H -1.93 -1.85 -0.31 0.07
H 2.41 -2.21 -0.10 0.09
H 3.48 -1.02 0.71 0.10
H 3.68 -1.20 -0.97 0.06
H 1.41 0.83 1.98 -0.01
H 2.40 2.06 0.26 -0.01
```

Properties
ΔE to the lowest compared entry with this formula, charge and spin   0.0 kJ/mol
HOMO level   -9.7439 eV
Orbital gap   0.391 hartree
M   133.2 u

=====

What is the M in the tenth record? 133.2 u